Here is C12H12N2S in the gas phase in a non-equilibrium geometry from the Open Molecules 2025 dataset. Energies are from ωB97M-V with the def2-TZVPD basis set.

For the strongest force on any atom, the calculation gives 0.1115 hartree/bohr. The energy relative to the best compared isomer or geometry (same formula, charge and spin) is 682.7 kJ/mol. The calculation puts the orbital gap at 0.270 hartree. Its multiplicity is 1. The calculation puts the lowest unoccupied orbital energy at -0.8 eV. The calculation puts the electronic energy at -971.9099 Eh.

Cartesian coordinates (Å):
C  2.7370  -1.9162  -0.3898
C  2.0032  -1.3669  -1.3104
C  -2.3438  -2.5789  0.7933
C  -1.5070  -1.7106  1.4253
C  3.2692  -1.3076  0.8309
C  -2.6483  -0.8088  -0.2921
C  1.5124  -0.0755  -1.2563
C  1.0619  1.0471  -1.4128
C  -1.2202  0.6283  1.2520
C  0.5291  2.4144  -1.2301
C  -1.4004  1.8860  0.3162
C  -0.0068  2.5687  0.2102
N  -3.0482  -2.0324  -0.2675
N  -1.7265  -0.4997  0.7799
S  2.6873  0.0541  1.4809
H  3.1867  -2.9936  -0.4395
H  1.6198  -1.7876  -2.1985
H  -2.4633  -3.6169  0.8920
H  -0.8046  -1.8464  2.2094
H  4.0682  -1.8118  1.3446
H  -3.2152  -0.0274  -0.7266
H  1.3682  3.1195  -1.4834
H  -0.3211  2.5458  -1.9375
H  -2.0420  1.5908  -0.5502
H  -1.9239  2.6035  0.8402
H  0.7494  2.2784  0.9419
H  -0.1209  3.6439  0.1776


Here is C12H12N3O2SSeTc as an isolated structure in a non-equilibrium geometry from the Open Molecules 2025 dataset. Energies are from ωB97M-V with the def2-TZVPD basis set.

For the strongest force on any atom, the calculation gives 0.0550 hartree/bohr. The calculation puts the orbital gap (alpha / beta) at 0.189 / 0.197 hartree. Its multiplicity is 2. The calculation puts the lowest unoccupied orbital energy (alpha / beta) at -13.6 / -13.5 eV. The calculation puts the electronic energy at -3658.4201 Eh. As for the net charge: +3.

Cartesian coordinates (Å):
Tc  -0.6071  0.8147  -0.6209
O  -0.4180  0.2958  -2.4239
N  -0.8109  -0.8582  -2.9699
C  -0.7479  -1.0259  -4.3009
C  -1.2089  -2.1981  -4.8699
C  -1.7313  -3.1987  -4.0498
C  -1.7474  -3.0181  -2.6717
C  -1.2798  -1.8208  -2.1399
S  -1.2508  -1.4407  -0.4378
H  -0.3399  -0.2035  -4.8763
H  -1.1650  -2.3238  -5.9448
H  -2.1341  -4.1073  -4.4766
H  -2.1405  -3.7827  -2.0150
Se  2.6546  1.6968  -0.4069
N  1.0728  1.0348  0.4834
C  1.4433  0.6943  1.7213
C  0.6274  0.2066  2.7644
C  1.1908  -0.0913  3.9882
C  2.5700  0.0411  4.2218
C  3.4147  0.5123  3.2319
C  2.8614  0.8765  1.9909
N  3.5378  1.3765  0.9713
H  -0.4305  0.0706  2.5999
H  0.5554  -0.4487  4.7872
H  2.9753  -0.2452  5.1826
H  4.4835  0.5976  3.3768
C  -1.7842  3.1146  1.1138
O  -1.6702  1.6836  0.9774
H  -2.2848  3.3667  2.0517
H  -2.3661  3.5400  0.2907
H  -0.7790  3.5419  1.1213
H  -2.4905  1.2984  1.3296


Here is C12H12O in the gas phase in a non-equilibrium geometry from the Open Molecules 2025 dataset. Energies are from ωB97M-V with the def2-TZVPD basis set.

For the strongest force on any atom, the calculation gives 0.1751 hartree/bohr. The energy relative to the best compared isomer or geometry (same formula, charge and spin) is 351.7 kJ/mol. The calculation puts the orbital gap at 0.324 hartree. Its multiplicity is 1. The calculation puts the lowest unoccupied orbital energy at 0.5 eV. The calculation puts the electronic energy at -539.5812 Eh. The structure (SMILES) is C[C@H](O)c1ccc2ccccc2c1.

Cartesian coordinates (Å):
C  -3.4595  -0.7658  -0.6489
C  -2.4434  0.2739  -1.1364
O  -2.3601  0.6423  -2.6206
C  -1.0508  0.1035  -0.5871
C  -0.2589  -0.9310  -1.2101
C  1.0903  -1.0855  -0.9641
C  1.6354  -0.3046  0.1801
C  2.8203  -0.7123  0.6278
C  3.2814  -0.1035  1.7475
C  2.6143  0.8298  2.2621
C  1.4715  1.4316  1.6863
C  0.9794  0.8161  0.6176
C  -0.5368  0.8482  0.3788
H  -4.3728  -0.6783  -1.3230
H  -2.9248  -1.7749  -0.9881
H  -3.9134  -0.8014  0.3813
H  -2.7886  1.3002  -0.7083
H  -1.4750  1.0730  -2.7056
H  -0.5471  -1.5581  -2.0480
H  1.6319  -2.0375  -1.1190
H  3.3042  -1.3958  0.0317
H  4.3474  -0.3224  1.9887
H  2.9956  1.1811  3.1149
H  1.0825  2.3092  2.1830
H  -1.1230  1.6625  0.8595


Here is C12H13AgN5O3S2 as an isolated structure in a non-equilibrium geometry from the Open Molecules 2025 dataset. Energies are from ωB97M-V with the def2-TZVPD basis set.

For the strongest force on any atom, the calculation gives 0.0576 hartree/bohr. The energy relative to the best compared isomer or geometry (same formula, charge and spin) is 0.0 kJ/mol. The calculation puts the orbital gap at 0.243 hartree. Its multiplicity is 1. The calculation puts the lowest unoccupied orbital energy at -3.4 eV. The calculation puts the electronic energy at -1907.7494 Eh. As for the net charge: +1.

Cartesian coordinates (Å):
Ag  0.3656  1.0428  0.8797
O  -0.7973  1.0834  -0.9253
C  -0.5164  0.9490  -2.1423
O  1.2835  -0.7330  -0.4883
C  1.1337  -0.8397  -1.6994
O  1.7829  -1.7493  -2.4300
N  0.3226  -0.0626  -2.5583
C  1.4168  -1.6202  -3.8445
C  0.5741  -0.3838  -3.9642
H  0.8667  -2.5304  -4.1070
H  2.3444  -1.5583  -4.4217
H  -0.3681  -0.5829  -4.4777
H  1.1373  0.4270  -4.4445
C  -1.0876  1.8093  -3.1626
C  -1.2731  3.1208  -2.9063
H  -1.3379  1.3363  -4.1221
H  -0.9244  3.5483  -1.9583
H  -1.7493  3.7523  -3.6603
N  -3.0509  -0.8678  0.3718
C  -2.4779  -0.9979  1.5677
N  -1.3027  -0.5394  1.8984
C  -0.9491  -0.8433  3.1941
C  -1.9327  -1.5517  3.8919
S  -3.3006  -1.8553  2.9001
C  0.3407  -0.3928  3.6345
C  0.9737  -0.5795  4.8559
S  2.5680  0.0965  4.8630
C  2.3097  0.6165  3.1862
N  1.1017  0.3551  2.7345
N  3.2407  1.2453  2.4608
H  -3.9735  -1.2510  0.2675
H  -2.5835  -0.3446  -0.3666
H  -1.8266  -1.8412  4.9290
H  0.4878  -1.0767  5.6879
H  4.1382  1.4056  2.8845
H  3.0637  1.4130  1.4719